(1)
6 unconnected molecules or ions with the total composition C40H65Cl2F3IN3O12PS at a distorted geometry. Source: OMol25; level of theory: wB97M-V/def2-TZVPD.

Values from the calculation:
HOMO-LUMO gap (eV): 6.614
Energy (eV): -132980.1681
LUMO (eV): -4.32
Net charge: +1

Each line ends with the Mulliken charge.
Atoms and positions in Å:
C  -4.0842  -1.2934  2.9272  -1.219
C  -2.4935  -1.2852  2.6750  0.215
C  -2.0460  -1.4463  1.1467  -0.074
F  -3.1131  -1.1590  0.1813  -0.430
N  -0.7653  -0.7215  0.7900  1.269
C  -0.8091  0.6328  0.6968  -2.067
I  -2.5654  1.8935  1.1515  0.247
C  0.6494  1.0442  0.1463  1.175
C  1.3800  2.4399  0.2980  -0.462
C  0.7417  3.6280  1.1762  -0.611
C  0.3937  4.9812  0.3103  -0.356
C  -1.1542  5.4276  0.5476  -0.507
O  -1.4731  5.4968  1.9688  -0.309
C  -2.8774  5.5427  2.2060  0.301
O  -3.5577  6.5888  2.0480  -0.477
C  0.1524  1.0689  -1.4218  0.455
C  -0.7102  2.3377  -1.8661  0.527
S  0.1695  3.3431  -3.2033  -0.016
C  0.6972  2.2531  -4.5858  0.581
N  2.1445  2.1981  -4.7285  -0.040
N  2.3667  1.3322  -5.7600  -0.509
C  1.0777  0.8849  -6.2602  -0.062
O  -0.0205  1.4536  -5.5115  -0.283
C  1.5794  -0.2352  0.6438  1.137
C  2.8526  -0.1035  -0.2996  -1.000
C  3.5974  -1.3943  -0.8346  -0.129
O  4.4355  -1.2106  -1.7641  -0.561
F  3.4936  -2.7347  -0.3793  -0.209
C  1.9117  0.1495  2.1954  -0.124
Cl  0.8275  1.1283  3.3221  -0.116
C  3.0917  -0.3022  2.9025  0.196
C  4.2118  -1.2486  2.3171  -1.008
Cl  3.3682  0.1892  4.6744  -0.180
C  0.5324  -1.4905  0.5041  2.114
C  0.4536  -2.4608  -0.7166  -1.511
C  0.7557  -2.0435  -2.2189  0.542
C  -0.6264  -2.0522  -3.0893  -1.116
F  1.5418  -3.1145  -2.8585  -0.524
C  0.6927  -2.4165  1.8096  -0.479
P  0.1423  -4.1698  1.9561  0.881
O  1.3565  -5.1330  2.1396  -0.776
O  -0.7250  -4.3345  3.4460  -0.487
O  -0.8347  -4.8876  0.7870  -0.544
H  -4.4473  -2.3734  3.0168  0.344
H  -4.6257  -0.6683  2.1400  0.270
H  -4.2955  -0.8020  3.9562  0.338
H  -2.0962  -0.2973  3.1394  0.211
H  -2.0510  -2.1215  3.3379  -0.094
H  -1.9352  -2.5904  0.9841  0.083
H  2.4575  2.3365  0.7338  0.519
H  1.6308  2.9355  -0.7269  0.178
H  1.5562  4.0374  1.9027  0.261
H  -0.0980  3.3298  1.8894  0.333
H  0.5500  4.8393  -0.8132  -0.067
H  1.0211  5.8794  0.6546  0.536
H  -1.3474  6.4552  0.0439  0.369
H  -1.9003  4.6979  0.0644  0.205
H  -3.3905  4.5837  2.6124  0.243
H  0.9775  0.9451  -2.1911  0.472
H  -0.5797  0.1808  -1.5933  -1.109
H  -0.9886  3.0926  -1.0667  -1.239
H  -1.7052  2.0157  -2.3701  0.419
H  1.0598  0.1426  -7.1222  0.373
H  3.6368  0.4656  0.3501  0.902
H  2.7840  0.6064  -1.1995  0.278
H  4.8574  -0.7928  1.4658  0.273
H  5.0003  -1.4385  3.1488  0.446
H  3.9022  -2.2978  1.9922  0.262
H  1.1040  -3.4092  -0.5408  0.583
H  -0.6348  -2.8740  -0.7505  0.497
H  1.3844  -1.1090  -2.3906  0.071
H  -0.4738  -1.5121  -4.0984  0.140
H  -0.9216  -3.1457  -3.3020  0.445
H  -1.4691  -1.5266  -2.5075  0.225
H  1.8387  -2.4989  1.9814  -0.279
H  0.1952  -1.8410  2.6890  0.443
H  -0.1386  -4.8167  4.0911  0.412
H  -1.6872  -5.2037  1.1766  0.336
C  -1.9624  -4.5061  -7.7279  -1.163
C  -0.9807  -3.6107  -7.0206  0.856
O  -1.3373  -2.5689  -6.4967  -0.522
C  0.4586  -4.0513  -6.9849  -1.034
H  -2.9597  -4.0636  -7.6743  0.295
H  -1.6814  -4.6093  -8.7781  0.345
H  -1.9874  -5.4852  -7.2448  0.332
H  0.8471  -4.1344  -8.0022  0.378
H  0.5410  -5.0102  -6.4687  0.333
H  1.0511  -3.3102  -6.4432  0.197
C  -0.1711  -2.2692  6.5580  -0.720
C  0.4543  -3.6348  6.6559  0.933
O  0.2944  -4.4682  5.7789  -0.712
C  1.2823  -3.9314  7.8746  -1.234
H  -0.7396  -2.1970  5.6270  -0.153
H  -0.8521  -2.1117  7.3970  0.410
H  0.6076  -1.5033  6.5533  0.314
H  0.6651  -3.8478  8.7717  0.319
H  2.1257  -3.2393  7.9279  0.424
H  1.6694  -4.9507  7.8101  0.283
C  -2.4517  7.0785  -5.8790  -1.201
C  -2.0815  5.6651  -5.5162  0.771
O  -1.6107  5.3939  -4.4251  -0.465
C  -2.3152  4.5991  -6.5539  -0.891
H  -2.2290  7.7384  -5.0375  0.299
H  -1.8695  7.4051  -6.7435  0.344
H  -3.5200  7.1384  -6.0978  0.348
H  -1.7269  4.8155  -7.4482  0.333
H  -3.3775  4.5489  -6.8024  0.368
H  -2.0028  3.6308  -6.1552  0.071
C  3.1174  5.7212  -3.9867  -0.614
C  2.7518  7.0546  -3.3914  0.820
O  2.1099  7.1308  -2.3579  -0.539
C  3.2093  8.2892  -4.1213  -1.177
H  2.7216  4.9232  -3.3543  -0.151
H  2.6811  5.6269  -4.9835  0.281
H  4.2038  5.6216  -4.0374  0.439
H  2.7775  8.3096  -5.1242  0.315
H  4.2999  8.3046  -4.1782  0.322
H  2.8746  9.1758  -3.5780  0.320
C  -2.6882  -7.1816  10.2521  -1.143
C  -1.7335  -6.4153  9.3763  0.804
O  -1.0419  -5.5187  9.8274  -0.523
C  -1.6663  -6.7997  7.9217  -0.735
H  -2.6308  -6.7975  11.2730  0.319
H  -3.7100  -7.0551  9.8876  0.313
H  -2.4175  -8.2395  10.2603  0.316
H  -2.6428  -6.6563  7.4540  0.331
H  -1.3502  -7.8407  7.8268  0.340
H  -0.9375  -6.1650  7.4122  -0.036

(2)
10 unconnected molecules or ions with the total composition C40H65F3N6O7 at a distorted geometry. Source: OMol25; level of theory: wB97M-V/def2-TZVPD.

Values from the calculation:
HOMO-LUMO gap (eV): 8.660
Energy (eV): -73956.9064
LUMO (eV): -0.02
SMILES string: Fc1ccccc1.Fc1ccccc1.Fc1ccccc1.CN(C)C=O.CN(C)C=O.CN(C)C=O.CN(C)C=O.CN(C)C=O.CN(C)C=O.C1CCOC1
Net charge: 0

Each line ends with the Mulliken charge.
Atoms and positions in Å:
C  4.2127  4.9231  0.4258  -0.901
C  2.8073  4.7323  0.9939  -0.299
C  2.3590  3.5012  0.1819  0.949
O  2.9597  3.7742  -1.0926  -0.307
C  4.1805  4.4015  -1.0559  -0.516
H  4.8978  4.4702  1.1425  0.285
H  4.5524  5.9568  0.3607  0.402
H  2.0693  5.5084  0.7915  0.322
H  2.7075  4.6472  2.0760  0.278
H  1.2915  3.2839  0.2184  -0.349
H  2.8712  2.5913  0.4947  -0.491
H  4.3596  5.2602  -1.7029  0.347
H  5.0474  3.7625  -1.2237  0.303
F  -0.7842  2.1851  5.4167  -0.376
C  -1.3600  1.3142  4.5650  0.064
C  -1.0964  -0.0488  4.7239  -0.527
C  -1.6271  -0.9542  3.8079  -0.462
C  -2.4091  -0.4876  2.7351  -0.166
C  -2.5772  0.8687  2.5334  -0.731
C  -2.0707  1.7694  3.4579  -0.373
H  -0.5721  -0.3720  5.6111  0.626
H  -1.4233  -2.0066  3.9394  0.466
H  -2.8558  -1.1388  1.9984  0.353
H  -3.1346  1.2599  1.6952  0.478
H  -2.2845  2.8221  3.3463  0.654
F  5.6836  -0.1236  1.1471  -0.353
C  4.5524  -0.1643  1.9334  0.033
C  4.1004  1.0337  2.5158  -0.262
C  3.0326  1.0165  3.4400  -0.631
C  2.4444  -0.2024  3.7299  0.018
C  2.8761  -1.3769  3.1776  -0.868
C  3.9216  -1.3618  2.2843  -0.351
H  4.5557  1.9892  2.3013  0.452
H  2.5562  1.8381  3.9540  0.462
H  1.5561  -0.2515  4.3422  0.327
H  2.3540  -2.3075  3.3442  0.418
H  4.4394  -2.2806  2.0517  0.749
F  -1.6896  3.8067  0.6804  0.034
C  -1.3162  4.9672  1.2823  0.452
C  -1.8442  6.1331  0.8187  -0.609
C  -1.5173  7.3164  1.4889  -0.388
C  -0.5795  7.3050  2.4315  -0.686
C  0.0037  6.1035  2.8683  -0.771
C  -0.4101  4.8954  2.3664  -0.461
H  -2.4508  6.1518  -0.0747  0.437
H  -2.0430  8.2302  1.2542  0.407
H  -0.3037  8.2324  2.9113  0.402
H  0.7300  6.1214  3.6674  0.423
H  -0.0140  3.9417  2.6828  0.819
C  1.7954  1.9841  -3.9308  0.403
O  1.3490  2.5914  -4.9298  -0.650
N  1.6288  0.6407  -3.6553  0.237
C  2.2135  0.0024  -2.4820  -0.114
C  0.8116  -0.1930  -4.5948  -0.960
H  2.4035  2.4847  -3.1615  0.102
H  3.0993  -0.5944  -2.6996  0.376
H  1.4912  -0.6036  -1.9352  -0.202
H  2.5901  0.7692  -1.8051  -0.140
H  -0.0491  -0.6961  -4.1542  0.236
H  0.3625  0.3087  -5.4520  0.307
H  1.4868  -0.9169  -5.0510  0.375
C  2.4298  -4.1572  -2.3542  0.645
O  2.2749  -4.4351  -3.5580  -0.699
N  3.5833  -4.2048  -1.6894  0.160
C  3.6404  -3.9680  -0.2693  -0.732
C  4.8855  -4.5425  -2.3462  -1.019
H  1.5578  -3.8844  -1.7399  0.037
H  4.3908  -3.2137  -0.0324  0.331
H  3.8350  -4.8665  0.3164  0.298
H  2.7078  -3.5930  0.1523  0.039
H  5.3351  -5.4583  -1.9625  0.288
H  4.6620  -4.6859  -3.4034  0.333
H  5.4072  -3.5899  -2.2536  0.368
C  -4.4700  2.9320  -4.1084  0.111
O  -4.7440  2.6749  -5.2573  -0.586
N  -3.2698  2.8572  -3.5286  0.275
C  -3.1884  3.2828  -2.1209  -0.734
C  -2.0551  2.4306  -4.3428  -0.993
H  -5.2512  3.1887  -3.3763  0.283
H  -2.8837  2.4051  -1.5510  0.060
H  -4.0461  3.6839  -1.5808  0.377
H  -2.4354  4.0709  -2.1191  0.265
H  -1.2912  3.2048  -4.2718  0.352
H  -1.7268  1.4491  -4.0009  0.261
H  -2.1708  2.4668  -5.4260  0.304
C  -1.5658  -5.5168  -0.8632  0.116
O  -0.6754  -4.6863  -0.9108  -0.534
N  -1.8484  -6.2492  0.2294  0.222
C  -2.7399  -7.3932  0.2281  -0.950
C  -1.2028  -6.0488  1.5526  -0.975
H  -2.1989  -5.8823  -1.6865  0.317
H  -3.5078  -7.4085  1.0014  0.322
H  -2.2611  -8.3635  0.3597  0.352
H  -3.2242  -7.4340  -0.7476  0.281
H  -0.5140  -5.2040  1.5507  0.126
H  -1.8789  -5.9329  2.3997  0.348
H  -0.5643  -6.9052  1.7692  0.409
C  -0.9626  0.3998  -0.9102  -0.134
O  -1.4864  -0.1889  -1.8734  -0.699
N  -0.3622  -0.2456  0.0712  1.407
C  0.4058  0.4347  1.0954  0.095
C  -0.2078  -1.7102  0.1272  -1.003
H  -1.0504  1.4776  -0.7034  0.308
H  1.4433  0.3231  0.7804  0.411
H  0.2165  0.0332  2.0909  -0.317
H  0.1946  1.5035  1.0603  -0.506
H  -0.9198  -2.2579  -0.4902  -0.113
H  0.7977  -2.0863  -0.0615  0.269
H  -0.3682  -2.0964  1.1337  0.090
C  -5.6071  -4.5129  -0.9687  0.161
O  -5.6831  -4.6977  -2.2096  -0.624
N  -4.6954  -3.6332  -0.4551  0.245
C  -4.6450  -3.2713  0.9645  -0.893
C  -3.7468  -2.8177  -1.3258  -0.697
H  -6.1788  -4.9921  -0.1589  0.298
H  -3.6546  -3.5838  1.2954  0.240
H  -5.3909  -3.7215  1.6196  0.434
H  -4.6525  -2.1862  1.0678  0.254
H  -3.6599  -3.2390  -2.3273  0.271
H  -3.9489  -1.7546  -1.1948  0.473
H  -2.7743  -3.0141  -0.8744  -0.084